Molecular formula: C7H15ClNOP
Method: DFT, ωB97M-V/def2-TZVPD

Element x y z (Å)
C1 1.05712 1.53116 2.26451
C2 -1.97448 0.67770 0.18258
C3 -2.02811 -1.85404 0.05178
C4 0.71732 1.35528 -1.33949
C5 1.92858 -0.96182 -1.15593
C6 -1.19243 -0.53401 -0.22689
C7 1.16420 0.14750 -0.43138
N1 0.07781 -0.52787 0.34324
O1 0.37538 2.35074 1.72720
P1 0.33489 -0.63423 1.94454
Cl1 2.13959 -1.63619 1.85940
H1 1.88605 1.93646 2.90489
H2 -2.21719 1.39177 -0.63616
H3 -2.92429 0.34539 0.64530
H4 -1.30794 1.26853 0.83130
H5 -1.98818 -2.06759 1.17291
H6 -1.50052 -2.65894 -0.59366
H7 -3.01889 -1.61528 -0.24196
H8 0.12295 2.07726 -0.74821
H9 1.67505 1.87217 -1.61296
H10 0.07516 1.15745 -2.13355
H11 2.11605 -1.84891 -0.53889
H12 2.81341 -0.59086 -1.53983
H13 1.13093 -1.39319 -1.77438
H14 -1.14466 -0.47450 -1.30781
H15 1.68219 0.68602 0.35343

## Properties
Relative energy (zero: lowest compared OMol25 entry of this formula, charge and spin): 366.16 kJ/mol
Electronic energy: -32849.15611 eV
E_LUMO: 0.647 eV

Results of the natural (NBO) charge analysis, in e, for atoms 1 through 2: 0.2208 -0.6563

=====

Molecular formula: C7H15ClNOP
Method: DFT, ωB97M-V/def2-TZVPD

Element x y z (Å)
C1 -0.79509 1.22018 -1.76633
C2 -0.36866 1.04674 -0.30136
C3 0.07676 2.29570 0.45342
N1 0.73559 0.11594 -0.25894
C4 0.52047 -1.21520 0.32732
C5 -0.76932 -1.93354 -0.00390
C6 0.63740 -1.11390 1.87666
P1 2.28063 0.69333 -0.60109
Cl1 3.23011 0.99107 1.19618
C7 3.25415 -0.92111 -1.26415
O1 4.34999 -0.99525 -0.80579
H1 0.17195 1.51825 -2.19145
H2 -1.19787 0.13851 -2.23301
H3 -1.49424 2.04677 -1.98222
H4 -1.19434 0.58500 0.29977
H5 1.15716 2.71604 0.08257
H6 0.33469 1.79254 1.43560
H7 -0.83028 3.06517 0.58037
H8 1.41046 -1.79644 0.12677
H9 -0.78277 -2.25843 -1.02910
H10 -0.79910 -2.90250 0.40522
H11 -1.74565 -1.53560 0.12806
H12 1.57350 -0.75837 2.20467
H13 0.55795 -2.28283 2.07969
H14 -0.13523 -0.40493 2.16438
H15 2.83256 -1.37077 -2.11521

## Properties
Relative energy (zero: lowest compared OMol25 entry of this formula, charge and spin): 362.62 kJ/mol
Electronic energy: -32849.19275 eV
E_LUMO: 0.429 eV

Results of the natural (NBO) charge analysis, in e, for atoms 1 through 2: -0.6124 -0.0623

=====

Molecular formula: C7H15CrNO16S2
Method: DFT, ωB97M-V/def2-TZVPD

Element x y z (Å)
Cr1 4.31620 32.61895 -8.29292
S1 6.12343 32.98917 -6.29254
O1 4.88623 33.62946 -6.59468
O2 6.11019 31.97328 -7.29128
O3 7.24577 33.90072 -6.35602
O4 6.25778 32.57934 -4.90662
S2 1.79686 32.89060 -9.31720
O5 2.94500 32.16097 -9.89806
O6 0.76148 32.06331 -8.73260
O7 2.51578 33.62594 -8.26024
O8 1.07147 33.65028 -10.30953
C1 3.63230 35.22264 -11.95987
O9 4.73880 35.81767 -11.27018
C2 5.32516 35.23200 -10.16801
O10 4.94766 34.20566 -9.66951
O11 6.48974 35.86391 -9.99195
C3 7.42368 35.33415 -9.00717
H1 3.51613 35.74557 -12.90916
H2 2.75795 35.22658 -11.30901
H3 3.67991 34.14518 -12.11774
H4 8.42570 35.62275 -9.32462
H5 7.48010 34.24922 -8.91848
H6 7.22466 35.96977 -8.14434
C4 3.64420 29.98468 -4.78747
O12 3.43910 29.13092 -5.94137
C5 3.46896 29.58334 -7.15880
O13 3.57012 30.72268 -7.48649
O14 3.32614 28.47252 -8.00446
C6 3.21779 28.69856 -9.38358
H7 3.87192 29.53415 -3.82141
H8 2.74043 30.57454 -4.63461
H9 4.37095 30.78332 -4.93615
H10 4.17518 29.06177 -9.75720
H11 2.40751 29.39327 -9.60478
H12 3.16406 27.76366 -9.94140
C7 7.13862 29.63719 -8.91785
N1 6.91346 30.94832 -9.67234
O15 7.90857 31.67483 -9.92788
O16 5.74172 31.21908 -9.93164
H13 8.20319 29.50725 -8.72315
H14 6.80392 28.88835 -9.63569
H15 6.54804 29.72074 -8.00554

## Properties
Electronic energy: -91838.95744 eV
Charge: -3
E_LUMO (spin up / spin down): 7.095 / 7.067 eV
Spin multiplicity: 6

Results of the natural (NBO) charge analysis, in e, for atoms 1 through 2: 1.2270 2.6506